Entry 1:
Here is a molecular structure, C10H9BF6NO5S2 from OMol25. Energies are from ωB97M-V with the def2-TZVPD basis set.

Properties
- HOMO (eV) = -6.73
- DFT total energy (eV) = -60892.013
- multiplicity = 1
- E_LUMO (eV) = 1.792
- gap between HOMO and LUMO (eV) = 8.520
- total charge = -1

Element x y z (Å)
O -5.9685 0.9723 0.9665
C -4.8438 1.5395 0.9595
C -3.6081 0.8017 0.2612
B -2.5967 1.9483 -0.3652
C -1.5113 2.5499 0.7133
C -1.5763 3.9865 1.2827
C -0.5109 4.4147 2.3328
C 0.5692 3.4041 2.7851
C 0.6525 1.9581 2.1899
C -0.3988 1.5218 1.1511
H -4.7063 2.5633 1.4663
H -3.0060 0.2939 1.1064
H -3.8997 0.0013 -0.4945
H -2.6503 2.3182 -1.4908
H -2.3856 4.7093 0.9394
H -0.5029 5.4525 2.8179
H 1.3548 3.6687 3.5678
H 1.4413 1.2087 2.5202
H -0.3905 0.4689 0.6827
C 0.5994 -3.5764 0.2612
F -0.3227 -3.1948 1.1688
F 1.5276 -4.2940 0.9341
F -0.0152 -4.4512 -0.5672
S 1.3335 -2.1685 -0.6404
O 1.9605 -1.3624 0.3925
O 0.2077 -1.5370 -1.3079
N 2.3076 -3.0191 -1.5559
S 3.1735 -2.1330 -2.5474
O 4.2045 -1.3100 -1.9416
O 2.4564 -1.5069 -3.6430
C 4.0861 -3.5107 -3.3251
F 3.2602 -4.3953 -3.9298
F 4.7995 -4.2257 -2.4253
F 4.9596 -3.0967 -4.2653

=====

Entry 2:
Here is C8H12N2O2 in the gas phase from OMol25. Energies are from ωB97M-V with the def2-TZVPD basis set.

Properties
- HOMO (alpha / beta) (eV) = -6.96 / -6.97
- DFT total energy (eV) = -15561.058
- multiplicity = 1
- E_LUMO (alpha / beta) (eV) = 0.683 / 0.683
- gap between HOMO and LUMO (alpha / beta) (eV) = 7.646 / 7.649

Element x y z (Å)
C 0.6444 2.2891 -0.0037
C 1.3947 1.0126 0.0291
C -0.5085 2.6474 0.4233
C -1.9090 -1.5562 -0.1749
C 2.8353 1.0250 -0.1769
C -2.6198 -0.5173 -1.0421
C 1.1443 -1.4342 0.0038
C -1.4110 -1.0793 1.1782
N -0.4873 0.0549 0.9046
N 0.6389 -0.0745 0.3019
O -1.6080 2.9652 0.6414
O -1.7423 -2.6998 -0.4943
H 1.3115 2.9486 -0.5431
H 3.0846 1.5749 -1.0960
H 3.4495 1.6033 0.5652
H 3.2925 0.1655 0.0836
H -3.6141 -0.9232 -1.1875
H -2.5404 0.4282 -0.5203
H -1.9984 -0.4882 -1.9640
H 2.2322 -1.4788 -0.2795
H 1.1501 -2.0781 0.9228
H 0.3979 -1.8733 -0.7438
H -0.8792 -1.9604 1.6047
H -2.2578 -0.5514 1.5674